No. 1
A molecular structure, C33H57CoN3O5Si. Source: the Open Molecules 2025 dataset; level of theory: the ωB97M-V functional and the def2-TZVPD basis.

Atoms and positions in Å:
O: 1.810 -2.136 -1.788
O: 0.821 -0.486 -3.526
C: 2.960 -2.111 -0.947
C: 2.857 -2.838 0.378
H: 3.183 -1.045 -0.783
H: 3.803 -2.509 -1.549
H: 2.077 -2.394 1.003
H: 3.805 -2.739 0.913
H: 2.646 -3.902 0.227
C: 0.581 -2.712 -1.308
C: 0.098 -3.712 -2.334
H: -0.135 -1.882 -1.197
H: 0.707 -3.198 -0.322
H: -0.127 -3.210 -3.283
H: -0.819 -4.217 -1.993
H: 0.874 -4.470 -2.512
C: -0.382 0.075 -4.096
C: 1.862 -0.807 -4.482
C: -1.573 -0.790 -3.771
H: -0.261 0.197 -5.186
H: -0.498 1.070 -3.644
H: -1.468 -1.797 -4.198
H: -2.472 -0.335 -4.204
H: -1.711 -0.872 -2.683
C: 1.498 -1.991 -5.342
H: 2.746 -1.024 -3.875
H: 2.069 0.086 -5.099
H: 1.255 -2.858 -4.714
H: 2.359 -2.258 -5.966
H: 0.656 -1.749 -6.003
H: 1.169 -0.213 -1.770
N: -0.632 -0.795 2.943
C: -1.516 -0.141 3.753
C: -1.958 1.173 3.663
C: -2.291 1.977 2.556
C: -1.982 -0.946 4.920
H: -1.157 -1.135 5.623
H: -2.402 -1.914 4.627
H: -2.756 -0.379 5.443
C: -3.383 3.003 2.666
H: -4.120 2.898 1.854
H: -2.967 4.024 2.638
H: -3.906 2.878 3.623
N: -1.587 1.908 1.426
C: -0.292 -2.173 3.163
C: 0.918 -2.474 3.787
C: 1.799 -1.413 4.339
C: 1.285 -3.821 3.886
H: 2.242 -4.053 4.359
C: 0.432 -4.817 3.416
H: 0.741 -5.860 3.499
C: -0.791 -4.489 2.824
H: -1.466 -5.265 2.459
C: -1.185 -3.154 2.712
C: -2.509 -2.767 2.130
C: -1.949 2.577 0.234
C: -1.397 3.847 -0.037
C: -0.599 4.598 0.982
C: -1.586 4.403 -1.296
H: -1.153 5.383 -1.505
C: -2.299 3.706 -2.272
H: -2.398 4.135 -3.271
C: -2.871 2.462 -1.988
H: -3.452 1.929 -2.746
C: -2.716 1.887 -0.733
C: -3.291 0.537 -0.420
Co: 0.281 1.384 1.431
H: 2.658 -1.900 4.809
H: 1.318 -0.778 5.093
H: 2.167 -0.758 3.543
H: -2.455 -1.740 1.747
H: -3.322 -2.821 2.869
H: -2.778 -3.438 1.304
H: 0.388 4.867 0.584
H: -0.417 4.054 1.915
H: -1.109 5.539 1.243
H: -3.490 0.406 0.653
H: -2.610 -0.275 -0.730
H: -4.237 0.383 -0.959
H: -2.293 1.588 4.617
C: 1.141 0.708 -1.029
Si: 2.207 2.087 -1.815
H: 0.089 1.013 -0.954
H: 1.577 0.348 -0.084
C: 3.901 1.397 -2.235
C: 2.382 3.550 -0.659
C: 1.458 2.775 -3.402
H: 1.975 3.704 -3.684
H: 0.400 3.021 -3.253
H: 1.533 2.085 -4.251
H: 4.535 1.389 -1.340
H: 4.362 2.053 -2.988
H: 3.872 0.380 -2.636
H: 2.321 3.267 0.400
H: 1.599 4.286 -0.867
H: 3.353 4.034 -0.826
O: 0.316 1.438 5.380
N: 0.888 2.354 4.762
O: 0.351 2.826 3.712
O: 0.441 -0.129 2.442

The calculation puts the orbital gap (alpha / beta) at 7.74 / 5.23 eV. As for the net charge: +1. The largest force on an atom is 3.97 eV/Å. As for the expectation value of S²: 6.02. For the HOMO energy (alpha / beta), the calculation gives -11.089 / -10.919 eV. The calculation puts the total energy at -3503.91325 hartree. The value obtained for the LUMO energy (alpha / beta) is -3.3 / -5.7 eV. As for the multiplicity: 5.

Löwdin population analysis, charges in e, atoms 1 to 8: number 1, O, carries -0.216; number 2, O, carries -0.265; number 3, C, carries -0.254; number 4, C, carries -0.075; number 5, H, carries 0.088; number 6, H, carries 0.131; number 7, H, carries 0.060; number 8, H, carries 0.089

No. 2
A molecular structure, C9H25ClFeIN2O2P2. Source: the Open Molecules 2025 dataset; level of theory: the ωB97M-V functional and the def2-TZVPD basis.

Atoms and positions in Å:
C: 3.617 -0.355 -2.546
C: 2.691 -1.202 -1.843
H: 4.384 -0.964 -3.061
H: 4.131 0.327 -1.840
H: 3.088 0.257 -3.303
O: 2.393 -2.308 -1.576
I: 2.029 3.751 -1.631
Fe: 1.009 1.740 -0.785
P: -0.556 0.333 -1.564
C: -0.787 -1.447 -1.439
C: -2.286 0.890 -1.445
H: -2.868 0.434 -2.258
H: -0.909 0.620 -3.867
H: -2.330 1.983 -1.499
H: 0.363 1.768 -3.298
H: -1.302 -1.648 -0.489
H: -2.662 0.563 -0.463
C: -0.013 0.730 -3.243
H: -1.421 -1.754 -2.283
H: 0.772 0.036 -3.568
H: 0.158 -1.996 -1.478
P: 1.271 0.451 1.026
C: 1.165 -1.320 1.316
C: 3.012 0.942 1.029
H: 0.549 2.173 2.572
H: 1.157 0.697 3.422
H: -0.476 0.707 2.633
C: 0.561 1.076 2.581
H: 3.137 1.961 0.621
H: 3.307 0.920 2.085
H: 1.764 -1.536 2.212
H: 1.545 -1.907 0.473
H: 3.612 0.233 0.444
H: 0.108 -1.562 1.497
Cl: -0.568 2.946 0.270
N: -4.522 -1.124 1.839
C: -3.268 -0.881 2.350
N: -3.194 -1.069 3.708
O: -2.286 -0.602 1.646
H: -5.311 -1.152 2.466
H: -4.678 -0.862 0.879
H: -2.345 -0.761 4.156
H: -4.042 -1.090 4.256

The calculation puts the orbital gap (alpha / beta) at 4.14 / 4.34 eV. As for the net charge: +2. The largest force on an atom is 7.47 eV/Å. For the energy above the lowest of the compared OMol25 structures with the same formula, charge and spin, the calculation gives 236.8 kJ/mol. As for the expectation value of S²: 8.80. For the HOMO energy (alpha / beta), the calculation gives -14.367 / -14.773 eV. The calculation puts the total energy at -3321.59733 hartree. The value obtained for the LUMO energy (alpha / beta) is -10.2 / -10.4 eV. As for the multiplicity: 6.

Löwdin population analysis, charges in e, atoms 1 to 8: number 1, C, carries 0.056; number 2, C, carries 0.013; number 3, H, carries 0.163; number 4, H, carries 0.128; number 5, H, carries 0.127; number 6, O, carries 0.315; number 7, I, carries 0.460; number 8, Fe, carries -0.279